One molecule with the formula CH3N5O in a non-equilibrium geometry. Source: the OMol25 dataset; level of theory: ωB97M-V with the def2-TZVPD basis set.

```
10
Properties=species:S:1:pos:R:3:nbo_charge:R:1
H 2.0467 0.7465 0.2075 0.353
N 1.8002 0.2660 1.0518 -0.716
C 0.5910 -0.1388 0.9207 0.627
O -0.1747 -0.6547 1.9050 -0.329
N -1.4353 -1.0111 1.3140 0.114
N -1.4356 -0.7269 0.1347 -0.010
N -0.2521 -0.1095 -0.2225 -0.167
N -0.1162 0.4976 -1.4700 -0.631
H -0.7219 1.3192 -1.5651 0.374
H -0.3022 -0.1883 -2.2762 0.385
```

HOMO energy	-9.589	eV
energy	-388.81077	Eh
SMILES	[H]/N=c1/onnn1N
HOMO-LUMO gap	10.2	eV
total charge	0
energy above the lowest of the compared OMol25 structures with the same formula, charge and spin	1.604	eV